ORCA calculation (ωB97M-V/def2-TZVPD) on C3H8N2O in the gas phase at a distorted geometry.

Structure (XYZ):
```
14
Properties=species:S:1:pos:R:3:forces:R:3
C -2.400 -0.516 0.051 -0.741 1.147 -0.237
N -1.149 -0.351 -0.020 0.616 1.356 0.048
N -0.608 0.904 0.107 -1.313 0.653 0.655
C 0.770 1.090 -0.259 -0.927 -0.299 0.077
C 1.652 0.043 0.337 0.666 -0.701 1.671
O 1.578 -1.259 -0.189 -2.391 -0.478 -0.796
H -2.727 -1.523 -0.024 -0.451 -0.675 0.006
H -3.166 0.310 0.115 0.915 -0.728 0.064
H -1.159 1.769 -0.075 -0.135 -1.403 0.132
H 1.021 2.094 0.122 0.260 -0.409 -0.351
H 0.793 1.028 -1.338 0.792 0.278 -0.562
H 1.536 -0.064 1.461 -0.038 0.708 -1.029
H 2.651 0.345 0.120 0.978 0.354 0.161
H 0.589 -1.456 -0.251 1.769 0.197 0.161
```
Forces are in eV/Å.

Summary:
- structure (SMILES) = C=NNCCO
- spin multiplicity = 1
- energy above the lowest of the compared OMol25 structures with the same formula, charge and spin (kJ/mol) = 278.4
- orbital gap (eV) = 9.8
- electronic energy (eV) = -8266.441

***

ORCA calculation (ωB97M-V/def2-TZVPD) on a molecular structure, C39H42Cl2N4O8P2PbS.

Structure (XYZ):
```
99
Properties=species:S:1:pos:R:3:forces:R:3
Pb 0.178 0.384 0.111 0.025 0.306 0.096
O 2.429 1.519 -4.986 0.218 0.169 -0.287
C 3.551 1.598 -4.263 0.023 -0.101 -0.077
C 4.682 2.164 -4.861 0.112 0.005 0.022
C 5.886 2.224 -4.176 -0.119 0.009 0.039
C 5.984 1.735 -2.875 -0.106 -0.010 -0.057
C 4.851 1.199 -2.273 0.061 0.118 0.015
C 3.634 1.121 -2.941 0.001 0.021 0.140
C 2.440 0.577 -2.203 0.361 0.230 0.025
O 2.483 0.551 -0.940 -0.293 -0.129 -0.255
N 1.467 0.191 -3.007 -0.207 -0.234 0.375
N 0.342 -0.249 -2.322 0.344 -0.031 -0.007
C -0.574 -0.693 -3.087 -0.508 -0.203 0.020
C -1.856 -1.288 -2.709 0.156 0.074 -0.185
C -2.692 -1.654 -3.774 0.058 0.056 0.022
C -3.918 -2.266 -3.599 -0.008 -0.029 0.216
C -4.330 -2.535 -2.286 0.118 0.078 -0.108
C -3.533 -2.197 -1.215 -0.039 -0.017 -0.042
C -2.267 -1.555 -1.366 -0.030 0.084 0.185
O -1.584 -1.253 -0.318 0.180 -0.109 -0.231
H 1.773 1.027 -4.418 -0.157 -0.071 0.231
H 4.589 2.538 -5.877 0.004 -0.030 0.109
H 6.753 2.662 -4.660 -0.003 -0.017 0.002
H 6.923 1.777 -2.337 -0.015 0.006 -0.008
H 4.877 0.841 -1.249 -0.016 0.009 -0.056
H -0.373 -0.643 -4.158 -0.036 -0.054 -0.125
H -2.346 -1.435 -4.781 0.001 -0.017 0.023
H -4.533 -2.533 -4.449 -0.015 0.011 0.010
H -5.290 -3.009 -2.108 -0.013 -0.022 0.011
H -3.854 -2.403 -0.198 0.022 0.011 -0.059
C -4.226 1.939 0.374 0.081 0.114 -0.154
P -2.702 1.500 1.298 -0.155 0.016 0.076
C -2.226 3.127 2.015 0.066 0.023 -0.089
C -3.526 0.766 2.796 0.224 -0.173 -0.033
C -2.491 0.299 3.832 -0.002 0.027 -0.107
P -1.201 -0.791 3.058 -0.019 -0.061 -0.071
C -0.273 -1.262 4.574 -0.028 0.068 0.074
C -2.217 -2.315 2.827 -0.015 0.083 -0.136
H -4.924 2.514 0.988 -0.051 0.027 -0.024
H -4.704 1.013 0.044 -0.002 0.055 -0.005
H -3.946 2.516 -0.514 -0.019 -0.088 0.146
H -2.973 3.500 2.722 -0.006 0.046 -0.025
H -2.084 3.849 1.205 0.002 -0.114 0.056
H -1.266 3.016 2.529 -0.078 0.039 -0.007
H -4.115 -0.093 2.452 0.012 0.075 0.005
H -4.219 1.498 3.221 -0.072 -0.012 0.086
H -2.963 -0.232 4.667 -0.060 0.055 0.038
H -1.968 1.170 4.243 0.005 -0.064 0.018
H -0.935 -1.664 5.349 0.037 -0.008 0.012
H 0.254 -0.384 4.958 -0.031 -0.092 -0.078
H 0.480 -2.010 4.318 -0.019 0.024 -0.001
H -2.795 -2.568 3.722 -0.014 -0.026 0.002
H -1.551 -3.144 2.573 -0.033 0.053 0.019
H -2.883 -2.168 1.969 0.130 -0.025 0.161
Cl 3.780 1.046 4.659 0.012 -0.113 -0.058
C 3.654 -0.377 3.644 -0.066 -0.068 0.000
C 4.619 -1.373 3.771 -0.083 0.062 -0.041
C 4.567 -2.509 3.005 0.017 0.005 0.052
Cl 5.809 -3.745 3.207 -0.127 0.122 -0.024
C 3.518 -2.694 2.076 0.003 -0.081 -0.043
C 3.374 -3.843 1.263 0.044 0.025 0.027
C 2.314 -3.949 0.410 -0.074 0.010 -0.025
C 1.381 -2.898 0.353 -0.130 0.015 -0.056
N 1.494 -1.814 1.083 0.167 -0.076 -0.027
C 2.535 -1.679 1.942 -0.110 -0.141 -0.038
C 2.563 -0.439 2.732 0.178 0.163 -0.052
O 1.701 0.453 2.582 0.047 0.022 0.044
H 5.423 -1.243 4.484 -0.002 0.019 0.013
H 4.116 -4.627 1.327 -0.003 -0.003 0.014
H 2.186 -4.821 -0.219 -0.002 0.029 0.007
H 0.514 -2.941 -0.306 0.122 0.009 0.051
C 5.120 5.739 -1.768 -0.073 0.067 -0.015
C 3.654 6.094 -1.799 0.089 0.054 -0.069
C 3.196 7.216 -2.495 0.008 -0.001 0.061
C 1.848 7.532 -2.537 -0.079 -0.253 0.159
C 0.945 6.710 -1.859 0.214 -0.058 -0.184
C 1.383 5.604 -1.142 0.017 0.038 -0.066
C 2.735 5.300 -1.125 0.001 -0.091 0.098
S -0.781 7.024 -2.000 -0.158 -0.186 0.050
O -1.422 6.375 -0.896 -0.058 0.023 0.056
O -0.948 8.437 -2.229 -0.030 0.091 0.019
N -1.331 6.333 -3.386 0.215 -0.131 -0.118
C -1.095 4.909 -3.783 -0.207 0.139 0.167
C -1.723 3.858 -2.860 -0.018 0.376 0.071
C -0.668 3.013 -2.132 0.680 -0.137 0.233
O 0.463 2.945 -2.638 -0.152 0.121 0.052
O -1.040 2.440 -1.065 -0.294 -0.010 0.016
H 5.676 6.293 -2.527 -0.019 -0.049 0.036
H 5.258 4.672 -1.941 0.007 -0.032 -0.062
H 5.557 5.967 -0.792 -0.033 0.023 -0.019
H 3.911 7.850 -3.010 -0.021 -0.040 -0.003
H 1.484 8.403 -3.068 0.035 -0.053 0.011
H 0.681 4.981 -0.606 -0.086 -0.047 -0.072
H 3.069 4.413 -0.591 -0.040 0.097 -0.093
H -1.079 6.974 -4.131 -0.105 -0.103 -0.019
H -0.033 4.677 -3.862 0.138 0.049 0.020
H -1.526 4.854 -4.781 -0.030 -0.010 -0.062
H -2.315 3.146 -3.438 -0.071 0.040 -0.063
H -2.385 4.325 -2.128 0.006 -0.070 -0.056
```
Forces are in eV/Å.

Summary:
- spin multiplicity = 1
- orbital gap (eV) = 6.4
- electronic energy (eV) = -123175.789
- total charge = -2

***

ORCA calculation (ωB97M-V/def2-TZVPD) on 11 unconnected molecules or ions with the total composition C25H45Cl4F18N3O13S at a distorted geometry.

Structure (XYZ):
```
109
Properties=species:S:1:pos:R:3:forces:R:3
N -0.614 2.118 -5.816 -0.564 0.727 -0.497
H 0.219 1.817 -6.301 0.586 0.043 -0.010
H -1.403 1.719 -6.304 -0.459 -0.648 0.117
H -0.774 3.113 -5.750 0.431 0.485 -0.925
H -0.582 1.903 -4.830 0.052 -1.405 1.104
N -0.376 5.871 -2.798 -1.203 0.694 -1.847
H -0.373 5.662 -3.786 0.867 -0.742 -0.496
H 0.177 6.715 -2.734 -0.065 0.551 0.812
H -0.138 5.082 -2.214 1.087 -1.696 0.883
H -1.377 5.957 -2.702 -0.263 1.170 0.870
N -3.966 4.161 -1.560 -0.221 0.028 0.169
H -4.826 3.742 -1.885 -0.547 -0.015 -0.186
H -4.107 4.624 -0.674 -0.298 0.587 0.347
H -3.529 4.740 -2.263 -0.361 0.306 -0.037
H -3.324 3.412 -1.345 1.194 -1.467 0.273
C 0.426 0.846 -0.945 0.239 -0.225 0.356
F 0.115 -0.343 -1.483 -0.505 0.791 0.344
F 0.355 0.806 0.387 -0.904 0.136 -0.784
F 1.693 1.062 -1.229 0.207 0.685 -0.619
S -0.681 2.249 -1.750 -0.095 1.293 1.022
O -2.019 2.240 -1.145 1.190 -0.222 -0.297
O 0.033 3.540 -1.534 -0.353 -1.167 0.099
O -0.702 1.924 -3.159 0.217 -0.350 -0.499
C 0.828 -3.849 -0.234 -1.260 0.354 0.077
C -0.364 -2.939 0.193 2.885 0.449 -0.593
O -1.106 -3.669 1.107 -2.296 -0.112 1.566
C -2.191 -3.063 1.636 0.607 0.068 -1.208
O -2.662 -2.002 1.286 0.728 -1.079 0.655
C -2.846 -3.943 2.727 -1.017 0.659 0.154
F -2.789 -3.264 3.904 0.402 -0.762 -0.524
F -4.156 -4.025 2.412 0.559 -0.358 0.138
F -2.335 -5.169 2.840 -0.202 0.860 0.170
H 1.478 -3.263 -0.884 -0.024 -0.336 -0.245
H 0.363 -4.714 -0.707 0.363 0.037 -0.550
H 1.423 -4.266 0.580 -0.199 0.510 0.311
H -0.914 -2.562 -0.669 -0.394 -0.421 0.021
H 0.038 -2.060 0.699 -0.042 0.190 0.134
C -3.312 -0.595 -1.578 0.383 -1.208 0.352
C -2.825 -0.406 -2.985 -0.230 0.328 0.041
O -3.759 -1.037 -3.877 -0.900 -1.094 -1.798
C -3.371 -1.363 -5.146 2.761 2.775 2.676
O -2.255 -1.043 -5.550 -2.298 -0.809 -0.107
C -4.407 -2.071 -5.985 -2.067 -0.221 0.113
F -4.435 -1.524 -7.183 -0.328 0.889 -0.497
F -4.033 -3.300 -6.155 0.465 -1.723 0.245
F -5.691 -2.088 -5.468 1.865 0.452 -0.440
H -4.221 -0.082 -1.264 0.131 0.003 -0.363
H -2.506 -0.353 -0.885 -0.107 0.270 0.025
H -3.430 -1.671 -1.452 -0.375 -0.049 0.239
H -1.853 -0.878 -3.123 -0.020 0.401 -0.084
H -2.822 0.665 -3.183 0.350 -0.073 -0.556
C 0.158 -4.431 6.990 -0.163 0.476 0.487
C 0.677 -4.394 5.569 0.074 -0.307 1.311
O 0.488 -3.003 5.196 0.813 0.627 -1.425
C 1.055 -2.504 4.084 0.477 -1.674 -0.455
O 1.612 -3.089 3.175 -0.804 0.451 1.361
C 0.959 -0.975 4.030 -1.249 0.177 2.313
F 2.007 -0.399 4.635 -0.192 -0.221 -0.168
F 0.863 -0.530 2.817 0.052 0.334 -1.332
F -0.182 -0.579 4.703 0.879 -0.098 -0.494
H 0.356 -5.365 7.515 -0.304 -0.222 -0.398
H -0.888 -4.130 7.040 -0.061 -0.337 0.065
H 0.712 -3.693 7.570 0.030 0.166 -0.049
H 0.147 -5.093 4.923 0.158 0.340 -0.303
H 1.729 -4.647 5.696 0.160 0.195 -0.964
C 3.720 0.574 -5.512 0.013 0.330 0.266
C 3.111 0.310 -4.158 0.093 0.467 -0.252
O 2.403 -0.939 -4.075 -2.010 -1.198 -0.201
C 1.175 -1.179 -4.643 1.644 2.708 -0.951
O 0.560 -0.381 -5.348 1.089 -1.171 1.549
C 0.658 -2.631 -4.451 0.979 1.176 0.818
F 0.392 -3.110 -5.608 -0.058 -1.086 -2.325
F 1.545 -3.397 -3.829 -0.239 0.007 0.236
F -0.489 -2.584 -3.802 -0.609 -0.074 1.328
H 4.548 -0.110 -5.699 -0.358 -0.126 -0.422
H 4.156 1.572 -5.450 0.126 0.093 -0.059
H 2.946 0.621 -6.277 0.293 -0.394 -0.226
H 2.492 1.162 -3.875 -0.480 -0.229 0.123
H 3.916 0.253 -3.426 -0.268 -0.325 0.146
C 5.676 0.241 5.628 0.865 0.355 0.053
C 5.396 1.332 4.612 0.449 -0.319 0.693
O 4.599 0.810 3.528 -0.419 0.117 -0.262
C 5.198 0.096 2.585 2.878 0.926 0.379
O 6.388 -0.181 2.508 -2.305 0.279 0.348
C 4.234 -0.195 1.443 0.997 -0.500 0.738
F 3.431 0.796 1.177 -1.376 1.552 -0.088
F 4.938 -0.389 0.342 0.049 -0.936 -0.534
F 3.492 -1.239 1.799 -0.197 -0.699 -0.564
H 4.794 -0.259 6.028 -0.045 0.048 -0.326
H 6.190 0.706 6.470 -0.040 0.059 0.136
H 6.406 -0.453 5.211 -0.314 -0.291 0.015
H 6.312 1.771 4.216 0.114 -0.347 -0.167
H 4.888 2.164 5.101 -0.672 -0.194 -0.463
Cl -1.217 4.192 1.492 0.223 0.209 -0.777
C 0.571 4.111 1.743 -0.568 -0.103 1.805
C 0.690 3.948 3.311 1.255 -0.484 -0.344
Cl -0.050 2.453 4.001 -0.004 0.276 -0.678
H 1.029 5.003 1.314 -0.216 0.328 0.639
H 1.050 3.307 1.184 -0.560 -0.439 0.319
H 0.317 4.729 3.973 -0.213 0.332 -0.833
H 1.743 3.821 3.564 0.092 0.134 -0.176
Cl -4.473 1.589 4.379 0.525 -0.583 -0.144
C -3.396 0.526 3.405 0.230 0.548 -1.383
C -3.094 1.232 2.026 -0.785 -0.604 1.548
Cl -4.651 1.381 1.055 0.831 0.044 0.179
H -3.817 -0.471 3.279 -0.496 0.317 -0.161
H -2.442 0.325 3.894 -0.002 0.585 0.285
H -2.345 0.647 1.491 -0.314 0.065 -0.283
H -2.757 2.252 2.210 -0.035 -0.313 -0.088
```
Forces are in eV/Å.

Summary:
- spin multiplicity = 1
- energy above the lowest of the compared OMol25 structures with the same formula, charge and spin (kJ/mol) = 188.0
- orbital gap (eV) = 6.7
- electronic energy (eV) = -167568.596
- total charge = +2